1.
Below is C16H43NOSi2 as an isolated structure in a non-equilibrium geometry, with properties calculated with ωB97M-V with the def2-TZVPD basis set.

The total energy comes out at -36584.8133 eV. Its net charge is 0.

Each line ends with the natural charge from an NBO analysis.
Atoms and positions in Å:
C 3.719 -1.901 1.046  -0.602
C 2.572 -0.969 0.617  -0.398
C 2.713 0.474 1.136  -0.412
C 1.383 1.267 1.170  -0.217
N 0.601 1.208 -0.073  -1.066
Si -0.834 0.188 -0.013  1.610
O -1.528 0.087 1.534  -1.223
Si -1.543 -1.494 2.186  1.197
H 4.673 -1.658 0.579  0.206
H 3.465 -2.916 0.722  0.208
H 3.771 -1.917 2.136  0.202
H 1.645 -1.398 1.009  0.197
H 2.488 -0.946 -0.475  0.192
H 3.467 1.031 0.573  0.197
H 3.058 0.407 2.176  0.203
H 0.828 0.982 2.065  0.199
H 1.669 2.319 1.316  0.188
H 1.185 0.981 -0.861  0.388
H -0.442 -1.197 -0.393  -0.257
H -1.847 0.613 -0.982  -0.219
H -2.687 -2.234 1.634  -0.197
H -0.299 -2.238 1.969  -0.204
H -1.741 -1.357 3.644  -0.192
C 2.412 4.503 -1.052  -0.608
C 1.271 4.966 -0.154  -0.407
C 0.651 6.292 -0.596  -0.396
C 1.603 7.490 -0.573  -0.397
C 2.246 7.778 0.783  -0.398
C 1.236 8.131 1.870  -0.610
H 3.246 5.207 -1.045  0.200
H 2.794 3.537 -0.713  0.203
H 2.072 4.385 -2.084  0.202
H 1.620 5.033 0.880  0.191
H 0.490 4.200 -0.165  0.216
H -0.217 6.503 0.035  0.200
H 0.262 6.180 -1.613  0.200
H 1.049 8.377 -0.898  0.199
H 2.393 7.344 -1.314  0.199
H 2.940 8.615 0.665  0.201
H 2.849 6.925 1.106  0.193
H 0.649 9.007 1.586  0.201
H 1.748 8.360 2.806  0.209
H 0.548 7.308 2.065  0.201
C -5.000 -6.995 -1.965  -0.610
C -3.586 -7.381 -1.544  -0.398
C -3.114 -6.663 -0.280  -0.397
C -3.027 -5.139 -0.395  -0.397
C -2.118 -4.622 -1.510  -0.399
C -0.658 -5.022 -1.336  -0.610
H -5.073 -5.935 -2.211  0.201
H -5.300 -7.558 -2.851  0.209
H -5.716 -7.213 -1.170  0.201
H -2.892 -7.196 -2.369  0.193
H -3.559 -8.458 -1.357  0.201
H -2.138 -7.063 0.010  0.199
H -3.794 -6.908 0.543  0.200
H -2.673 -4.741 0.562  0.199
H -4.030 -4.727 -0.538  0.201
H -2.181 -3.530 -1.526  0.202
H -2.480 -4.963 -2.484  0.194
H -0.264 -4.655 -0.385  0.201
H -0.048 -4.599 -2.137  0.209
H -0.529 -6.106 -1.363  0.201

Atomic forces in eV per Å
C -0.788 -0.123 -0.403
C 0.364 0.308 0.087
C -0.516 -0.425 0.336
C 1.405 0.709 -0.259
N -1.368 -0.878 0.982
Si 0.300 0.257 0.381
O 1.013 -1.307 -0.893
Si -0.519 1.263 0.279
H 0.057 0.206 0.252
H 0.126 0.019 0.073
H 0.341 0.055 -0.050
H -0.049 0.063 -0.087
H -0.071 -0.183 0.068
H 0.009 -0.099 -0.043
H 0.124 0.195 -0.128
H -0.362 -0.135 -0.310
H -0.137 -0.104 0.213
H 0.138 0.137 -0.230
H -0.163 -0.129 0.053
H -0.104 0.240 -0.024
H -0.007 -0.104 -0.154
H 0.187 -0.003 -0.144
H 0.012 0.059 -0.047
C 0.029 -0.059 0.143
C -0.094 -0.049 -0.134
C -0.011 0.037 0.082
C 0.051 -0.041 -0.043
C -0.063 0.095 -0.038
C 0.108 -0.050 0.067
H 0.003 -0.011 -0.034
H 0.017 0.003 -0.048
H 0.020 0.027 -0.007
H -0.015 0.037 0.000
H 0.025 -0.008 0.057
H 0.006 0.012 -0.010
H 0.002 -0.025 0.007
H 0.014 0.009 0.017
H -0.017 -0.009 -0.004
H 0.026 -0.037 0.000
H -0.003 -0.006 -0.031
H -0.032 -0.027 -0.003
H -0.053 0.016 0.009
H -0.017 0.023 -0.006
C 0.074 -0.044 -0.124
C -0.102 -0.027 0.113
C 0.104 0.001 -0.023
C -0.078 0.016 -0.024
C 0.043 0.036 0.115
C -0.015 0.027 -0.125
H -0.024 -0.003 0.020
H -0.049 0.025 0.018
H -0.004 0.043 0.006
H 0.021 0.009 0.022
H 0.047 0.008 -0.031
H -0.002 0.015 0.007
H -0.007 -0.013 -0.016
H 0.004 0.015 -0.013
H 0.002 -0.009 0.018
H -0.029 -0.013 -0.027
H -0.024 -0.001 0.015
H 0.000 -0.034 0.009
H 0.038 -0.017 0.038
H 0.014 0.008 0.026

=====

2.
Below is a 15-piece molecular cluster, H28O18S overall in a non-equilibrium geometry, with properties calculated with ωB97M-V with the def2-TZVPD basis set.

The total energy comes out at -48148.8238 eV. Its net charge is -2. For the energy relative to the best compared isomer or geometry (same formula, charge and spin), the calculation gives 267.4 kJ/mol.

Each line ends with the natural charge from an NBO analysis.
Atoms and positions in Å:
S 0.132 0.114 0.099  2.768
O 0.333 -0.360 1.445  -1.079
O 0.198 1.519 0.005  -1.093
O 1.155 -0.438 -0.749  -1.082
O -1.183 -0.243 -0.463  -1.104
O 1.399 -2.970 -0.654  -1.007
H 1.379 -2.018 -0.880  0.480
H 1.002 -3.012 0.247  0.475
O 3.529 0.308 0.020  -1.015
H 2.754 -0.207 -0.295  0.509
H 3.578 1.118 -0.495  0.479
O -2.356 -2.352 0.522  -0.981
H -3.098 -2.414 -0.029  0.448
H -1.801 -1.649 0.139  0.495
O -2.160 2.855 0.081  -0.960
H -1.294 2.466 -0.168  0.492
H -2.004 3.803 0.115  0.448
O -1.635 -0.720 -2.938  -0.971
H -1.652 -0.704 -1.953  0.507
H -2.592 -0.716 -3.223  0.461
O 0.163 -3.649 1.890  -0.947
H 0.527 -3.038 2.506  0.469
H -0.603 -3.214 1.606  0.492
O 0.649 0.876 3.538  -0.989
H 1.455 0.392 3.822  0.456
H 0.414 0.493 2.686  0.484
O -3.826 0.361 -0.651  -0.959
H -4.012 -0.486 -1.038  0.434
H -2.858 0.373 -0.501  0.508
O 1.769 3.172 1.175  -1.011
H 2.427 2.680 1.784  0.473
H 1.127 2.535 0.798  0.496
O -1.126 1.808 -3.503  -1.039
H -0.420 2.227 -2.971  0.485
H -1.253 0.918 -3.176  0.478
O -1.294 -1.466 3.339  -0.968
H -0.935 -1.428 4.240  0.458
H -0.646 -1.069 2.732  0.492
O 1.394 -0.812 -3.268  -1.004
H 0.604 -0.394 -3.661  0.471
H 1.336 -0.562 -2.291  0.489
O 2.589 -1.497 1.994  -1.007
H 1.710 -1.154 1.828  0.481
H 3.192 -0.890 1.536  0.488
O 0.731 2.972 -2.067  -0.980
H 0.601 3.940 -2.014  0.466
H 0.591 2.552 -1.154  0.511

Atomic forces in eV per Å
S -1.628 -1.933 -2.134
O -0.797 -0.904 0.696
O 0.190 4.291 0.622
O 1.400 -0.379 -0.542
O -0.231 -0.593 0.884
O -0.295 -0.261 0.455
H -0.052 -1.059 0.199
H 0.568 -0.209 -0.787
O 0.634 -0.196 0.271
H 0.233 0.636 -0.174
H -0.331 -0.116 -0.038
O 1.424 -0.546 1.357
H -1.518 -0.180 -1.105
H -0.130 0.135 0.020
O 0.236 0.150 -0.162
H -0.650 0.121 0.328
H 0.028 -0.069 -0.001
O -2.132 -0.732 -0.575
H 0.374 0.044 -0.468
H 1.620 0.093 0.496
O 1.495 -1.712 -0.040
H 0.639 0.624 0.864
H -2.388 0.875 -0.759
O 1.119 0.321 1.977
H -0.777 0.431 -0.501
H 0.120 0.163 -0.194
O -0.037 0.553 0.105
H -0.028 -0.529 -0.159
H -0.457 0.108 0.071
O 2.023 -0.197 1.517
H -2.104 0.883 -1.708
H 0.620 -0.175 0.677
O 0.009 1.019 -0.656
H -0.271 -0.214 -0.218
H -0.063 -0.490 0.170
O -0.120 -0.450 0.610
H 0.045 0.298 -0.689
H -0.363 0.030 0.380
O -0.272 0.694 0.462
H 0.489 -0.325 0.346
H -0.084 -0.380 -1.915
O 1.199 -0.382 0.710
H -0.162 0.216 -0.312
H -0.260 -0.139 0.121
O 0.284 0.741 1.033
H 0.099 -0.963 0.275
H 0.303 0.708 -1.511